Record 1
Density functional theory data (ωB97M-V/def2-TZVPD) for a structure of composition C4H9NO2.

Results
HOMO: -0.316 Ha
ΔE to the lowest compared entry with this formula, charge and spin: 529.5 kJ/mol
Kohn-Sham gap: 9.47 eV

Each line ends with the Löwdin charge.
Geometry (Å):
C1 1.53 -0.14 -1.24  -0.108
N1 1.82 -0.12 0.20  -0.056
C2 1.18 0.40 1.24  -0.243
O1 -0.03 0.96 1.28  -0.073
C3 -1.03 0.86 0.24  -0.163
C4 -1.80 -0.44 0.39  -0.235
O2 -1.02 -1.58 0.10  -0.066
H1 2.38 -0.59 -1.75  0.075
H2 0.65 -0.76 -1.42  0.069
H3 1.36 0.87 -1.65  0.080
H4 2.44 0.50 1.08  0.155
H5 -1.70 1.71 0.41  0.129
H6 -0.59 0.95 -0.75  0.099
H7 -2.22 -0.49 1.40  0.126
H8 -2.63 -0.45 -0.32  0.126
H9 -0.34 -1.67 0.79  0.085

---

Record 2
Density functional theory data (ωB97M-V/def2-TZVPD) for a cluster of 10 separate species, C15H50O10 in total.

Results
HOMO: -0.361 Ha
ΔE to the lowest compared entry with this formula, charge and spin: 513.5 kJ/mol
Kohn-Sham gap: 10.16 eV
SMILES: CCO.CCO.CCO.CCO.CCO.CO.CO.CO.CO.CO

Each line ends with the Löwdin charge.
Geometry (Å):
C1 -4.63 2.53 2.20  -0.083
C2 -3.97 2.93 0.90  -0.291
O1 -2.63 2.40 0.91  -0.115
H1 -4.06 2.97 3.03  0.072
H2 -4.58 1.45 2.33  0.079
H3 -5.64 2.91 2.29  0.075
H4 -3.86 4.02 0.78  0.110
H5 -4.54 2.62 0.02  0.107
H6 -2.17 2.90 1.61  0.039
C3 -1.01 -3.38 4.46  -0.094
C4 -0.37 -2.39 3.48  -0.283
O2 -1.25 -2.41 2.33  -0.114
H7 -0.34 -3.71 5.25  0.070
H8 -1.35 -4.29 3.96  0.070
H9 -1.88 -2.89 4.91  0.070
H10 0.57 -2.73 3.05  0.111
H11 -0.40 -1.44 4.01  0.108
H12 -1.11 -1.61 1.79  0.035
C5 -3.80 -0.96 -1.47  -0.087
C6 -3.88 -1.91 -2.64  -0.328
O3 -5.24 -1.86 -3.09  -0.083
H13 -4.16 0.05 -1.66  0.072
H14 -2.75 -0.85 -1.18  0.060
H15 -4.40 -1.40 -0.67  0.082
H16 -3.63 -2.92 -2.30  0.109
H17 -3.13 -1.67 -3.41  0.107
H18 -5.39 -2.64 -3.64  0.079
C7 1.48 2.31 -3.09  -0.073
C8 0.79 3.23 -2.08  -0.314
O4 1.53 4.41 -1.82  -0.080
H19 1.44 2.71 -4.10  0.078
H20 0.93 1.37 -3.04  0.063
H21 2.52 2.12 -2.82  0.060
H22 0.59 2.69 -1.16  0.076
H23 -0.07 3.54 -2.68  0.115
H24 0.99 5.11 -1.46  0.075
C9 4.64 -0.82 -0.52  -0.085
C10 4.46 0.35 -1.44  -0.335
O5 5.71 0.91 -1.84  -0.074
H25 5.05 -0.54 0.45  0.065
H26 5.21 -1.65 -0.96  0.079
H27 3.70 -1.36 -0.35  0.069
H28 3.87 1.14 -0.97  0.100
H29 3.85 0.16 -2.33  0.100
H30 6.06 0.34 -2.53  0.082
C11 0.14 0.01 0.02  -0.108
O6 -0.34 0.25 1.35  -0.142
H31 0.08 -1.06 -0.20  0.067
H32 -0.55 0.45 -0.70  0.082
H33 1.14 0.43 -0.08  0.075
H34 -1.03 0.93 1.27  0.062
C12 -0.10 -4.97 -0.72  -0.134
O7 -0.86 -3.77 -0.57  -0.152
H35 0.80 -4.71 -1.28  0.067
H36 0.17 -5.30 0.29  0.081
H37 -0.72 -5.71 -1.22  0.079
H38 -0.36 -3.18 0.00  0.031
C13 0.47 4.05 1.91  -0.138
O8 -0.58 3.54 2.70  -0.113
H39 0.57 3.56 0.94  0.061
H40 0.39 5.12 1.66  0.083
H41 1.41 3.94 2.45  0.080
H42 -0.37 3.62 3.63  0.091
C14 3.20 1.15 2.54  -0.116
O9 2.27 0.03 2.49  -0.151
H43 2.82 1.97 1.93  0.062
H44 3.31 1.41 3.59  0.076
H45 4.12 0.78 2.08  0.060
H46 1.39 0.37 2.27  0.023
C15 1.44 -2.23 -3.20  -0.152
O10 2.45 -2.83 -4.00  -0.127
H47 0.61 -2.94 -3.15  0.075
H48 1.76 -2.15 -2.16  0.063
H49 1.23 -1.22 -3.57  0.069
H50 2.03 -3.23 -4.75  0.070

---

Record 3
Density functional theory data (ωB97M-V/def2-TZVPD) for the ion C4H7NO2 with charge -1.

Results
⟨S²⟩: 0.7653
HOMO (alpha / beta): 0.020 / -0.174 Ha
Total charge: -1
ΔE to the lowest compared entry with this formula, charge and spin: 154.6 kJ/mol
Kohn-Sham gap (alpha / beta): 3.69 / 8.79 eV
Multiplicity: 2

Each line ends with the Löwdin spin population.
Geometry (Å):
O1 -1.78 -0.62 -1.14  0.239
C1 -0.68 -0.45 -0.65  0.269
N1 -0.04 -1.66 -0.27  -0.016
C2 1.20 -1.87 0.39  0.147
O2 1.79 -2.88 0.70  0.145
C3 0.09 0.80 -0.29  0.086
C4 -0.74 1.89 0.30  0.034
H1 -0.49 -2.53 -0.43  -0.001
H2 1.85 -0.93 0.53  0.012
H3 0.75 1.40 -1.06  0.059
H4 1.08 0.45 0.20  0.008
H5 -1.37 1.30 1.02  0.002
H6 -0.33 2.64 1.17  0.008
H7 -1.33 2.46 -0.47  0.008

---

Record 4
Density functional theory data (ωB97M-V/def2-TZVPD) for a structure of composition C2H5OP.

Results
HOMO: -0.335 Ha
ΔE to the lowest compared entry with this formula, charge and spin: 295.3 kJ/mol
Kohn-Sham gap: 9.62 eV

Each line ends with the Löwdin charge.
Geometry (Å):
C1 1.44 0.41 0.94  -0.110
C2 0.27 -0.79 -0.18  -0.399
O1 2.46 0.41 1.65  0.006
P1 -1.09 0.20 -0.89  0.734
H1 -0.09 -1.51 0.48  -0.009
H2 0.90 1.27 0.97  0.002
H3 0.85 -1.12 -1.01  0.006
H4 -0.36 1.57 -0.86  -0.050
H5 -1.87 0.46 0.14  -0.179